Here is a 3-piece molecular cluster, C20H33BrN3O3P2 overall from the Open Molecules 2025 dataset. Energies are from wB97M-V/def2-TZVPD.

Summary:
E_HOMO, eV: -11.47
Gap between HOMO and LUMO, eV: 8.731
Charge: +1
Lowest unoccupied orbital energy, Ha: -0.101

Geometry as XYZ:
```
62
Properties=species:S:1:pos:R:3:forces:R:3
C -1.3974 -0.2689 0.4380 0.13 -0.05 -0.35
C -0.8072 -1.4421 -0.3725 -0.46 -0.33 -0.15
C -0.3326 -2.6202 0.4824 -0.02 0.16 0.23
C 0.5891 -2.1435 1.6196 0.07 -0.23 -0.29
C 0.0973 -2.3899 3.0422 0.12 0.05 -0.09
C 1.0508 -1.8420 4.1154 -0.13 0.04 -0.35
C 1.6781 -0.4916 3.7613 0.31 0.44 0.81
C 2.8994 -0.4260 2.8328 -0.33 0.21 -0.12
C 2.8887 1.0085 2.2954 0.12 -0.14 -0.52
P 3.6226 0.9843 0.5924 0.00 0.09 0.10
O 3.9637 2.2756 -0.0193 -0.07 0.06 0.00
N 1.4166 1.3500 2.2028 0.19 -0.10 0.00
P 1.0736 3.2102 1.6219 -0.28 0.25 0.02
O 1.1289 3.9951 3.0138 0.16 -0.27 0.02
O -0.4937 3.0335 1.3972 0.12 -0.31 -0.11
C 0.6820 0.5673 3.2678 0.06 0.05 -0.11
Br 0.0367 1.6446 4.7407 -0.09 0.03 0.00
H -2.3592 0.0358 0.0256 0.03 0.08 0.02
H -1.5699 -0.5242 1.4870 -0.03 -0.04 -0.04
H -0.7417 0.6070 0.3661 -0.14 0.03 0.14
H -1.5849 -1.8009 -1.0502 0.07 -0.03 -0.05
H 0.0019 -1.0947 -1.0173 0.06 0.11 0.09
H -1.1959 -3.1542 0.8902 0.02 0.04 0.05
H 0.2069 -3.3351 -0.1398 -0.10 -0.01 -0.06
H 1.5709 -2.6163 1.5179 -0.04 0.02 -0.03
H 0.7460 -1.0723 1.4461 0.10 -0.18 0.06
H -0.0122 -3.4694 3.1617 -0.13 0.05 0.16
H -0.8958 -1.9544 3.1901 -0.04 -0.06 -0.12
H 1.8497 -2.5568 4.3219 0.06 0.07 -0.03
H 0.5093 -1.6980 5.0523 -0.01 -0.16 0.01
H 2.0524 -0.0721 4.7003 0.02 -0.12 0.03
H 3.8022 -0.6593 3.3913 0.09 -0.01 -0.15
H 2.8050 -1.0954 1.9739 0.17 -0.14 0.24
H 3.4433 1.7542 2.8670 -0.25 -0.07 0.31
H 4.6710 0.0713 0.7981 -0.02 -0.05 -0.04
H 2.6144 0.2154 -0.0432 0.09 -0.08 -0.07
H 1.1042 0.8793 1.3423 -0.08 0.12 -0.01
H 1.6984 3.7116 3.7415 -0.03 0.12 -0.05
H -1.0570 2.5994 2.0572 0.02 0.34 0.14
H -0.2158 0.1753 2.8002 0.10 -0.04 0.08
N -4.3487 -0.6096 -2.9944 0.02 0.02 0.07
C -5.5388 -0.6227 -2.3971 0.00 -0.01 -0.01
C -6.2673 0.5232 -2.1108 0.00 0.01 0.00
C -5.7323 1.7523 -2.4615 0.01 -0.01 0.00
C -4.4941 1.7821 -3.0839 -0.01 0.01 0.01
C -3.8486 0.5791 -3.3279 0.05 -0.05 -0.01
H -5.9320 -1.5996 -2.1380 0.00 0.00 0.00
H -7.2324 0.4473 -1.6287 0.00 0.00 0.00
H -6.2715 2.6685 -2.2583 0.00 0.00 0.00
H -4.0360 2.7159 -3.3804 -0.01 0.00 -0.01
H -2.8808 0.5630 -3.8184 0.00 0.03 0.00
N 1.4119 -0.1086 -2.8806 0.06 0.05 0.16
C 2.0145 1.0015 -3.3077 0.01 0.02 -0.02
C 2.4677 1.1758 -4.6057 -0.01 0.00 -0.02
C 2.2868 0.1437 -5.5128 0.00 0.01 0.01
C 1.6608 -1.0153 -5.0833 -0.01 0.00 0.00
C 1.2436 -1.0919 -3.7634 -0.02 -0.02 0.00
H 2.1408 1.7935 -2.5766 0.03 0.01 0.00
H 2.9488 2.1000 -4.8945 0.00 0.00 0.01
H 2.6261 0.2416 -6.5355 0.00 0.00 0.00
H 1.4954 -1.8466 -5.7544 0.00 0.00 0.00
H 0.7461 -1.9842 -3.3982 0.00 0.00 0.00
```
Forces are in eV/Å.



Here is C20H33Cl2HgN4O3S as an isolated structure from the Open Molecules 2025 dataset. Energies are from wB97M-V/def2-TZVPD.

Summary:
E_HOMO (alpha / beta), eV: -2.76 / -0.41
Gap between HOMO and LUMO (alpha / beta), eV: 5.116 / 2.763
Energy relative to the best compared isomer or geometry (same formula, charge and spin), kcal per mole: 58.62
Charge: -1
Lowest unoccupied orbital energy (alpha / beta), Ha: 0.087 / 0.087

Geometry as XYZ:
```
64
Properties=species:S:1:pos:R:3:forces:R:3
O -0.2139 1.4964 -2.6315 1.60 -0.71 2.08
C -1.2522 1.8790 -3.1631 0.16 3.16 -3.57
C -1.0546 2.3237 -4.6177 -0.74 -1.27 1.96
C 0.1549 2.9656 -4.9829 0.46 0.09 0.06
H 0.7632 3.4422 -4.1937 -0.32 -0.48 -0.47
C 0.5583 3.0132 -6.3094 -0.50 0.43 0.54
H 1.4360 3.5875 -6.5749 0.23 -0.10 0.00
C -0.2292 2.4644 -7.3235 -0.33 -0.22 1.19
H 0.1146 2.5515 -8.3178 0.06 -0.12 -1.06
C -1.4411 1.8559 -6.9627 -0.88 0.25 0.47
H -2.1284 1.4830 -7.7131 0.18 -0.14 -0.23
C -1.8846 1.8037 -5.6345 0.62 0.66 -0.68
H -2.8387 1.3646 -5.3321 0.28 -0.07 -0.43
H -2.8703 1.2128 -3.2256 -1.80 0.01 -1.14
C -3.3447 3.4448 -2.6381 0.50 -0.76 0.38
C -2.6261 2.0226 -2.5308 0.33 2.04 -0.93
H -4.1559 3.4104 -1.8177 0.95 0.42 -1.54
H -3.7375 3.5132 -3.6826 -0.05 0.30 1.02
H -2.6267 4.3459 -2.4603 -1.13 -1.81 -0.20
C -2.6750 1.3046 -1.3280 0.25 -2.36 1.84
C -3.3924 1.1636 -0.0099 0.75 -0.29 -0.14
H -2.0396 0.4249 -1.5251 -0.31 0.16 0.83
H -4.2211 1.8080 0.3171 0.36 0.11 -0.43
H -2.5406 1.2375 0.6727 -0.31 0.33 0.78
H -3.6884 0.1094 0.1480 -0.27 0.32 -0.27
Hg 1.0368 -0.3209 -1.3295 -0.45 1.42 -0.24
Cl 2.2330 1.6569 -0.7210 -0.45 -0.20 0.02
Cl -0.4630 -1.6967 -2.4421 -0.14 -0.34 -0.19
H 5.0181 -0.3698 -3.1020 -0.07 0.05 -0.27
H 5.8974 0.9759 -1.4350 -0.07 -0.15 0.29
C 4.0785 -0.4081 -2.5526 -0.23 -0.09 -0.22
C 5.1815 0.6693 -0.6623 -0.16 0.13 0.46
N 4.4072 -0.4604 -1.1460 0.51 0.03 0.07
H 3.5150 -1.2978 -2.8301 0.14 0.01 0.01
C 3.8247 -1.3399 -0.3280 -1.55 -0.38 -1.51
O 2.9972 -2.1877 -0.7576 1.15 0.88 1.19
H 5.6941 0.3922 0.2624 0.12 0.03 -0.15
H 4.0336 -1.1526 0.7261 0.12 -0.36 0.23
H 3.4598 0.4780 -2.7697 0.36 -0.20 0.03
H 4.4833 1.4919 -0.4392 0.56 -0.18 -0.18
H -1.5763 -5.8239 1.0276 0.10 -0.26 0.27
H 0.3696 -5.4294 -0.8155 0.07 -0.22 0.06
C -1.9888 -4.8672 0.7233 0.19 0.22 -0.25
C -0.3409 -4.6447 -1.0741 0.27 -0.05 0.09
N -0.9509 -4.0749 0.1078 0.20 0.09 0.16
H -2.4306 -4.3497 1.5663 0.03 0.11 0.03
C -0.5276 -2.9129 0.6473 0.37 0.61 -0.06
O -1.0761 -2.3006 1.5492 -0.29 -0.50 0.32
H 0.1693 -3.8781 -1.6529 -0.05 -0.09 0.14
H 0.4184 -2.5040 0.2280 -0.36 -0.47 -0.17
H -2.7351 -5.0782 -0.0270 -0.55 -0.04 -0.16
H -1.1261 -5.0801 -1.6937 0.01 0.05 -0.09
S 1.1829 0.3962 2.0282 -0.04 -0.02 0.42
C 0.3942 -0.2492 3.3519 0.04 -0.06 -0.26
N 0.5381 -1.4989 3.8414 0.68 -0.87 -0.22
C -0.4814 -1.8567 4.8074 -0.09 -0.12 -0.01
C -1.1463 -0.5066 5.1118 0.08 0.37 0.11
N -0.5145 0.3682 4.1346 -0.66 1.55 -0.08
H 0.9910 -2.2171 3.2711 -0.46 0.74 0.25
H -0.0319 -2.2765 5.7064 -0.03 -0.15 0.02
H -1.1955 -2.5692 4.3835 0.08 0.05 -0.01
H -0.9129 -0.1657 6.1292 -0.14 -0.09 -0.11
H -2.2353 -0.5417 4.9863 0.22 0.04 0.01
H -0.7585 1.3711 4.0159 0.40 -1.51 -0.06
```
Forces are in eV/Å.